<w>
C2H6N2O2S | ωB97M-V with the def2-TZVPD basis set

Results
Structure (SMILES) = NC(N)=O.OC=S
LUMO energy = 0.56 eV
Orbital gap = 8.97 eV

CARTESIAN COORDINATES (ANGSTROEM)
N: 1.41949 -0.62116 -0.06240
C: 0.57448 0.32232 -0.72675
N: 0.75565 1.59574 -0.31043
O: -0.23120 -0.05647 -1.52366
H: 2.20430 -0.08985 0.34862
H: 1.82131 -1.47975 -0.47189
H: 1.44660 1.77890 0.42726
H: 0.10324 2.33736 -0.45402
O: -1.48158 -1.59610 -0.00243
C: -1.74580 -0.68337 0.90348
S: -1.89962 0.98745 0.78986
H: -0.92951 -1.33225 -0.73958
H: -2.03736 -1.16281 1.82196

***

<x>
C2H6N2O2S | ωB97M-V with the def2-TZVPD basis set

Results
LUMO energy (alpha / beta) = -1.15 / -0.85 eV
Orbital gap (alpha / beta) = 8.34 / 8.27 eV

CARTESIAN COORDINATES (ANGSTROEM)
C: 0.38361 -0.74044 0.07284
C: -0.99627 -0.32463 0.30738
N: 0.41713 -2.37927 -0.74628
N: -1.28565 1.00568 -0.24871
O: 2.97175 -0.14394 0.17812
O: 1.21188 1.42619 0.90442
S: 1.66417 0.34934 -0.25446
H: -1.14670 -0.21595 1.35528
H: -1.50103 -1.20960 -0.22528
H: 1.37068 -2.26860 -1.01405
H: 0.50223 2.05106 0.61999
H: -2.05847 1.44487 0.28990
H: -1.53331 1.00528 -1.23915

***

What are the relative energies? In kJ/mol: <w> 0.0; <x> 554.8.

***

<w>
C8H14N3Sr | ωB97M-V with the def2-TZVPD basis set

Results
LUMO energy (alpha / beta) = 2.49 / 2.49 eV
Orbital gap (alpha / beta) = 3.21 / 3.21 eV
Net charge = -1

CARTESIAN COORDINATES (ANGSTROEM)
C: -1.60142 2.06398 0.04464
Sr: 2.24485 -0.02769 1.61180
N: 1.65592 -1.84195 -0.54914
H: -1.36564 0.36094 -1.46691
H: 2.55565 -2.02377 -0.93656
H: -1.61998 1.08830 -1.36151
H: -2.24882 2.80324 -0.43213
H: -0.73912 2.45794 0.52174
H: -2.05482 1.30777 0.62769
H: 1.42862 -2.74646 -0.11216
H: 1.06415 -1.90278 -1.38952
N: 0.07938 -2.55778 4.26789
C: 0.19037 -2.40217 2.91582
N: 0.33498 -1.11000 2.58195
C: 0.05647 -0.36750 3.76001
C: 0.32856 0.99777 3.94635
C: 0.37693 1.43556 5.26932
C: 0.27690 0.55336 6.34903
C: 0.11110 -0.83739 6.15251
C: -0.02160 -1.24717 4.83081
H: -0.00945 -3.41421 4.78225
H: 0.16985 -3.24508 2.22579
H: 0.35472 1.65108 3.06208
H: 0.46710 2.51268 5.47332
H: 0.30803 0.94645 7.37084
H: 0.05755 -1.55932 6.97219

***

<x>
C8H14N3Sr | ωB97M-V with the def2-TZVPD basis set

Results
LUMO energy = 2.72 eV
Orbital gap = 2.71 eV
Net charge = -1

CARTESIAN COORDINATES (ANGSTROEM)
C: 2.97910 -0.42687 1.32427
Sr: 1.98765 -0.00458 -1.25519
N: 1.77551 1.56662 -3.49997
H: 4.28261 1.14183 -0.94481
H: 1.80797 0.99562 -4.33775
H: 3.66254 1.54299 -0.50425
H: 4.02034 -0.19849 1.57456
H: 2.88901 -1.51675 1.51765
H: 2.40907 0.04593 2.14388
H: 0.94827 2.15134 -3.46701
H: 2.61128 2.09876 -3.36367
N: -2.46752 1.17566 -0.23255
C: -1.22792 1.49558 -0.72614
N: -0.36545 0.52248 -0.38136
C: -1.04458 -0.38799 0.45130
C: -0.62877 -1.52873 1.09994
C: -1.58600 -2.25757 1.78426
C: -2.95315 -1.89224 1.84505
C: -3.37525 -0.72134 1.17550
C: -2.40339 0.01283 0.50456
H: -3.31884 1.69085 -0.39033
H: -1.06390 2.41749 -1.30298
H: 0.43031 -1.79467 1.04520
H: -1.27241 -3.18228 2.31445
H: -3.66781 -2.51379 2.41229
H: -4.42866 -0.43267 1.21313

***

What are the relative energies? In kJ/mol: <w> 211.6; <x> 0.0.

***

<w>
C5H9N2S | ωB97M-V with the def2-TZVPD basis set

Results
LUMO energy (alpha / beta) = -4.64 / -4.63 eV
Orbital gap (alpha / beta) = 6.92 / 6.92 eV
Net charge = +1

CARTESIAN COORDINATES (ANGSTROEM)
C: 0.40354 1.19410 -0.80693
C: 0.71030 -0.09046 1.04795
C: -1.55005 -0.18002 0.06546
C: -2.76746 -0.95630 -0.15315
C: 2.66804 0.63678 -0.23881
N: 1.24972 0.56680 -0.03483
N: -0.60732 -0.56174 0.89218
S: -1.31660 1.41184 -0.64001
H: 0.80420 1.82775 -1.70137
H: 1.30933 -0.82077 1.52251
H: -3.54632 -0.49976 0.26750
H: -2.69914 -2.02747 0.27755
H: -3.00898 -1.15267 -1.25528
H: 2.97541 1.32344 0.62761
H: 3.16696 -0.34084 -0.09278
H: 3.04693 1.00489 -1.22396
H: -0.83855 -1.33558 1.44634

***

<x>
C5H9N2S | ωB97M-V with the def2-TZVPD basis set

Results
Structure (SMILES) = CS[n+]1ccn(C)c1
LUMO energy = -4.04 eV
Orbital gap = 8.73 eV
Net charge = +1

CARTESIAN COORDINATES (ANGSTROEM)
C: -1.39226 1.31083 2.49965
S: -0.10956 2.17724 1.56244
N: 0.08612 1.13056 0.26591
C: 0.48795 1.39625 -0.98053
C: 0.75715 0.25769 -1.69404
N: 0.55517 -0.84529 -0.92491
C: 0.68750 -2.18965 -1.43624
C: 0.21942 -0.57211 0.30308
H: -0.94505 0.55693 3.14037
H: -2.11160 0.88178 1.81140
H: -1.87360 2.06496 3.11338
H: 0.56120 2.40773 -1.33691
H: 1.07604 0.18171 -2.71437
H: -0.27487 -2.55031 -1.80257
H: 1.39832 -2.19445 -2.26024
H: 1.03806 -2.85802 -0.65204
H: -0.15999 -1.15584 1.10561

***

What are the relative energies? In kJ/mol: <w> 97.2; <x> 0.0.